This record from the OMol25 dataset describes a cluster of 2 separate species, C14H39BFN4O3P2 in total. The level of theory is the ωB97M-V functional and the def2-TZVPD basis.

Properties
Spin multiplicity ... 1
Electronic energy ... -1808.69379 Eh
Highest occupied orbital energy ... -0.3541 Eh
Kohn-Sham gap ... 6.643 eV
Charge ... +1
Energy above the lowest of the compared OMol25 structures with the same formula, charge and spin ... 0.0 kcal/mol

Last column: Mulliken charge in e.
Cartesian coordinates (Å):
C1 3.662 -1.504 5.977  -1.12
C2 2.529 -1.119 4.970  0.53
F1 1.557 -0.408 5.712  -0.32
P1 3.073 0.096 3.628  0.17
C3 4.242 -0.638 2.376  -0.82
C4 4.401 -2.218 2.458  -0.39
C5 3.413 -2.971 1.467  -0.78
C6 2.599 -4.058 2.261  -0.28
C7 1.344 -4.584 1.421  -0.50
N1 1.818 -5.831 0.745  -0.62
C8 1.517 0.840 2.920  -0.62
B1 1.638 1.364 1.400  0.40
O1 0.415 1.436 0.664  -0.48
O2 2.830 1.782 0.760  -0.47
H1 3.148 -1.982 6.858  0.37
H2 4.161 -0.588 6.396  0.34
H3 4.386 -2.261 5.597  0.34
H4 1.993 -1.982 4.510  0.05
H5 3.767 1.145 4.318  0.16
H6 4.015 -0.383 1.315  0.54
H7 5.258 -0.205 2.602  0.46
H8 5.453 -2.450 2.134  0.48
H9 4.303 -2.630 3.490  0.05
H10 2.749 -2.223 0.947  0.32
H11 4.033 -3.482 0.685  0.28
H12 2.185 -3.698 3.238  0.09
H13 3.276 -4.921 2.470  0.37
H14 0.470 -4.801 2.100  0.30
H15 1.100 -3.794 0.669  0.30
H16 1.068 -6.183 0.153  0.23
H17 2.025 -6.487 1.501  0.22
H18 1.241 1.741 3.545  0.44
H19 0.697 0.089 3.041  0.34
H20 0.403 0.749 -0.020  0.27
H21 2.982 2.733 0.838  0.31
O3 -4.124 0.111 -4.322  -0.76
P2 -3.417 1.450 -4.052  0.81
N2 -2.524 0.844 -2.704  0.11
C9 -2.205 1.479 -1.447  -0.70
C10 -1.486 -0.127 -3.047  -1.00
N3 -4.891 2.268 -3.598  0.12
C11 -5.303 2.418 -2.208  -1.13
C12 -6.078 1.810 -4.336  -1.08
N4 -2.586 3.001 -4.013  0.04
C13 -1.257 2.998 -4.622  -1.07
C14 -2.880 4.224 -3.301  -0.87
H22 -1.338 2.149 -1.524  0.21
H23 -1.968 0.725 -0.689  0.36
H24 -3.035 2.036 -1.021  0.10
H25 -0.608 0.363 -3.488  0.33
H26 -1.857 -0.860 -3.766  0.29
H27 -1.157 -0.696 -2.172  0.29
H28 -5.303 1.460 -1.671  0.31
H29 -6.310 2.838 -2.142  0.42
H30 -4.684 3.136 -1.669  0.28
H31 -6.486 0.872 -3.943  0.34
H32 -5.849 1.649 -5.391  0.36
H33 -6.866 2.566 -4.295  0.34
H34 -0.473 2.849 -3.867  0.27
H35 -1.053 3.929 -5.155  0.40
H36 -1.171 2.195 -5.358  0.33
H37 -2.774 4.117 -2.220  0.27
H38 -3.876 4.601 -3.537  0.29
H39 -2.189 5.023 -3.589  0.37

=====

This record from the OMol25 dataset describes a structure of composition C9H18AlO17S2. The level of theory is the ωB97M-V functional and the def2-TZVPD basis.

Properties
Spin multiplicity ... 1
Electronic energy ... -2670.96196 Eh
Highest occupied orbital energy ... -0.0714 Eh
Kohn-Sham gap ... 3.921 eV
Charge ... -1
Energy above the lowest of the compared OMol25 structures with the same formula, charge and spin ... 364.2 kcal/mol

Last column: Mulliken charge in e.
Cartesian coordinates (Å):
Al1 1.129 -0.622 1.063  -1.13
S1 3.392 -0.053 2.468  1.40
O1 2.553 0.851 1.748  -0.35
O2 3.412 0.387 3.881  -0.77
O3 2.734 -1.373 2.255  -0.53
O4 4.735 -0.092 1.941  -0.77
S2 -0.015 1.840 1.664  1.87
O5 -0.023 2.301 3.003  -0.85
O6 -0.615 2.762 0.752  -0.89
O7 1.389 1.593 1.440  -0.24
O8 -0.521 0.511 1.437  -0.51
C1 -2.345 1.608 0.035  -0.42
O9 -2.280 0.397 -0.699  -0.33
C2 -1.081 -0.135 -1.023  0.51
O10 -0.145 -0.260 -0.246  0.83
O11 -1.196 -0.491 -2.333  -0.41
C3 -0.152 -1.250 -2.939  -1.03
H1 -1.969 1.307 1.013  -0.26
H2 -3.408 1.845 0.003  0.24
H3 -1.807 2.483 -0.329  0.54
H4 0.294 -0.820 -3.835  0.52
H5 -0.575 -2.136 -3.412  0.46
H6 0.623 -1.646 -2.282  0.14
C4 2.541 -1.112 -2.546  -0.80
O12 1.872 0.123 -2.691  -0.39
C5 1.592 0.888 -1.589  0.75
O13 1.654 0.546 -0.426  -0.13
O14 1.223 2.156 -1.980  -0.45
C6 0.577 2.988 -0.992  0.09
H7 3.530 -1.019 -2.994  0.33
H8 1.981 -1.926 -3.006  0.47
H9 2.791 -1.306 -1.503  0.25
H10 -0.166 2.391 -0.465  -0.66
H11 0.153 3.912 -1.384  0.39
H12 1.294 3.397 -0.280  0.30
C7 -2.779 -0.308 3.027  -0.17
O15 -2.861 -1.217 1.909  -0.36
C8 -1.754 -1.636 1.212  0.82
O16 -0.638 -1.220 1.340  0.16
O17 -2.184 -2.630 0.426  -0.36
C9 -1.355 -3.049 -0.654  -0.32
H13 -2.275 -0.792 3.864  0.25
H14 -3.753 0.090 3.310  0.25
H15 -2.162 0.502 2.638  0.02
H16 -0.355 -2.615 -0.661  -0.07
H17 -1.822 -3.044 -1.639  0.22
H18 -1.233 -4.125 -0.523  0.40

=====

This record from the OMol25 dataset describes a structure of composition C19H28Cl3N3O6PSV. The level of theory is the ωB97M-V functional and the def2-TZVPD basis.

Properties
Spin multiplicity ... 2
⟨S²⟩ ... 0.776
Electronic energy ... -4420.49595 Eh
Highest occupied orbital energy (spin up / spin down) ... -0.4301 / -0.4301 Eh
Kohn-Sham gap (spin up / spin down) ... 7.878 / 8.473 eV
Charge ... +1
Energy above the lowest of the compared OMol25 structures with the same formula, charge and spin ... 13.4 kcal/mol

Last column: Mulliken charge in e.
Cartesian coordinates (Å):
V1 0.557 -0.298 -0.078  0.85
C1 -0.242 0.747 1.499  -1.77
H1 0.068 0.427 2.491  0.43
H2 -1.318 0.879 1.441  0.57
H3 0.240 1.698 1.243  0.50
C2 2.207 3.143 -7.377  -1.52
C3 1.833 3.325 -5.934  0.92
C4 1.340 2.264 -5.178  -1.21
C5 1.000 2.436 -3.847  -0.47
C6 1.157 3.683 -3.258  0.33
C7 1.647 4.757 -3.990  -0.74
C8 1.979 4.569 -5.321  -0.67
S1 0.703 3.932 -1.573  1.07
O1 1.264 5.181 -1.164  -0.76
O2 1.010 2.723 -0.835  -0.24
N1 -0.917 4.072 -1.523  -0.23
C9 -1.833 3.018 -1.116  -0.38
C10 -2.164 1.943 -2.177  -0.27
C11 -1.963 0.560 -1.606  0.29
O3 -2.779 -0.317 -1.535  -0.60
O4 -0.717 0.430 -1.113  -0.26
H4 2.036 2.120 -7.707  0.36
H5 3.260 3.380 -7.534  0.35
H6 1.625 3.809 -8.015  0.36
H7 1.228 1.288 -5.634  0.38
H8 0.634 1.600 -3.267  0.59
H9 1.778 5.719 -3.514  0.53
H10 2.366 5.403 -5.893  0.43
H11 -1.280 4.927 -1.915  0.26
H12 -2.748 3.510 -0.790  0.51
H13 -1.400 2.549 -0.236  -0.11
H14 -1.481 2.043 -3.021  0.11
H15 -3.179 2.034 -2.556  0.42
Cl1 4.297 -2.098 -1.425  -0.09
C12 2.926 -1.536 -2.364  0.93
Cl2 3.129 -1.893 -4.056  -0.08
Cl3 2.715 0.249 -2.138  -0.06
C13 1.577 -2.067 -1.809  -0.20
O5 0.702 -2.433 -2.537  -0.54
O6 1.496 -1.921 -0.494  -0.68
C14 -1.429 -3.186 -0.301  -1.38
P1 -0.939 -1.920 0.889  1.93
C15 -2.500 -1.404 1.640  -1.42
C16 -0.031 -2.787 2.194  -1.32
H16 -2.060 -3.917 0.208  0.51
H17 -0.554 -3.675 -0.719  0.34
H18 -1.990 -2.715 -1.107  0.32
H19 -3.051 -2.297 1.939  0.49
H20 -3.090 -0.856 0.906  0.32
H21 -2.331 -0.785 2.519  0.41
H22 -0.666 -3.555 2.639  0.48
H23 0.279 -2.089 2.971  0.33
H24 0.849 -3.261 1.761  0.27
N2 4.019 1.227 1.901  -0.01
C17 4.226 -0.093 2.223  -0.56
C18 3.170 -0.767 1.701  -0.70
N3 2.326 0.129 1.078  0.82
C19 2.872 1.324 1.215  -0.66
H25 4.627 1.998 2.124  0.23
H26 5.086 -0.425 2.775  0.42
H27 2.970 -1.823 1.704  0.43
H28 2.480 2.244 0.812  0.42

=====

This record from the OMol25 dataset describes a cluster of 2 separate species, C5H9NOS in total. The level of theory is the ωB97M-V functional and the def2-TZVPD basis.

Properties
Spin multiplicity ... 1
Electronic energy ... -724.03959 Eh
Highest occupied orbital energy ... -0.3138 Eh
Kohn-Sham gap ... 9.160 eV
SMILES string ... C/C=C(\C)S.N=C=O
Charge ... 0
Energy above the lowest of the compared OMol25 structures with the same formula, charge and spin ... 50.3 kcal/mol

Last column: Mulliken charge in e.
Cartesian coordinates (Å):
C1 -0.529 -1.770 0.439  -1.21
C2 0.420 -0.708 -0.167  -0.74
C3 -0.004 0.096 -1.064  0.93
C4 -1.355 0.312 -1.562  -1.32
S1 1.261 1.145 -1.839  -0.26
H1 -0.957 -1.593 1.419  0.27
H2 -0.010 -2.734 0.450  0.31
H3 -1.382 -1.941 -0.195  0.32
H4 1.378 -0.630 0.096  0.65
H5 -1.354 0.054 -2.759  0.29
H6 -1.778 1.374 -1.502  0.30
H7 -2.148 -0.268 -1.029  0.31
H8 0.420 1.255 -3.036  0.13
N1 1.695 0.994 3.266  -0.44
C5 1.513 1.712 2.339  0.57
O1 1.444 2.641 1.634  -0.41
H9 1.386 0.061 3.510  0.30

=====

For reference, max |F| by record: 7.7, 15.4, 0.7, 5.4 eV/A.